# 1
The following is a quantum chemistry calculation of 2 unconnected molecules or ions with the total composition C5H11ClN, from OMol25.

```
18
Properties=species:S:1:pos:R:3:lowdin_charge:R:1
C 0.295 -2.522 -0.317 0.2441
C 0.052 -1.395 -0.020 -0.1290
C -0.648 0.478 -1.330 0.0571
C 0.826 0.569 0.642 -0.0836
C -1.438 -0.025 0.965 -0.0315
N -0.325 -0.030 0.071 -0.4012
Cl 4.207 0.238 0.004 0.3135
H 3.572 -0.007 1.155 -0.1820
H 0.912 -3.288 -0.585 0.0473
H -1.390 -0.226 -1.803 0.1347
H -1.001 1.542 -1.172 0.1345
H 0.208 0.473 -2.044 0.1313
H 1.080 0.221 1.750 0.1653
H 1.789 0.297 0.195 0.0036
H 0.793 1.729 0.714 0.1615
H -2.392 -0.724 0.538 0.1981
H -1.218 -0.453 1.924 0.1096
H -1.980 0.950 0.949 0.1268
```

Calculated values
Orbital gap (eV): 12.032
Largest force on an atom (eV/Å): 6.6
HOMO level (eV): -15.0224
Net charge: +1
DFT total energy (Ha): -711.64248
ΔE to the lowest compared entry with this formula, charge and spin (kcal/mol): 104.9
M (g mol⁻¹): 120.6



# 2
The following is a quantum chemistry calculation of a molecular structure, C21H39AlBeCl6CsF4IMgN2O8S, from OMol25.

```
86
Properties=species:S:1:pos:R:3:lowdin_charge:R:1
C -7.469 3.261 2.655 -0.0559
C -7.595 2.246 3.423 -0.2764
C -7.773 0.718 3.861 -0.1438
C -6.413 -0.130 3.712 -0.2831
O -5.538 0.044 4.879 -0.1929
S -4.198 -0.938 4.758 0.8550
O -3.497 -1.012 6.034 -0.3036
O -4.579 -2.413 4.371 -0.5507
C -3.197 -0.298 3.345 -0.3269
C -2.600 -1.446 2.397 -0.1735
C -1.305 -2.208 2.994 -0.2200
C -0.074 -2.195 1.907 -0.7412
I 1.633 -0.993 2.526 0.8281
C -1.970 0.654 3.751 -0.6630
O -1.271 1.073 2.773 -0.0529
O -1.669 1.057 4.984 -0.0723
C -4.168 0.603 2.394 -0.4818
Cl -4.206 2.336 3.056 0.7150
C -5.670 0.057 2.307 -0.3267
N -5.694 -1.285 1.590 0.0350
H -7.478 4.148 1.939 0.0836
H -8.573 0.186 3.221 0.0736
H -8.046 0.706 4.964 0.1294
H -6.746 -1.233 3.750 0.1545
H -2.340 -0.916 1.393 0.0990
H -3.362 -2.257 2.125 0.1096
H -0.980 -1.866 4.026 0.1171
H -1.576 -3.323 3.099 0.1186
H -0.461 -1.865 0.856 -0.2433
H 0.304 -3.296 1.755 0.0661
H -3.742 0.704 1.333 0.1340
H -6.228 0.772 1.597 0.1461
H -6.675 -1.361 1.264 0.0938
H -5.170 -1.083 0.713 0.0858
Cs -1.036 -2.445 -1.023 1.0724
F -2.761 -8.253 -3.331 -0.2467
Al -1.204 -7.625 -3.873 0.0333
F 0.007 -8.904 -3.804 -0.2455
F -0.712 -6.294 -2.817 -0.2733
F -1.348 -7.033 -5.528 -0.2463
C 3.272 1.270 -1.608 -0.0882
C 4.379 0.545 -2.440 -0.0834
N 5.826 0.552 -1.771 -0.2139
C 6.269 2.006 -1.603 0.0172
C 6.859 -0.055 -2.729 -0.1524
C 6.687 -1.523 -3.073 -0.0524
C 5.846 -0.073 -0.360 -0.0527
C 5.263 -1.450 -0.301 -0.2294
O 4.009 -1.273 -0.771 -0.2658
C 3.317 -2.329 -1.356 -0.0603
H 3.474 2.341 -1.539 0.0685
H 2.220 1.179 -2.100 0.0351
H 3.172 0.871 -0.601 0.0903
H 4.485 1.041 -3.410 0.1372
H 4.098 -0.486 -2.641 0.0781
H 6.201 2.502 -2.571 0.1154
H 7.298 2.010 -1.241 0.1073
H 5.626 2.494 -0.872 0.1068
H 7.843 0.105 -2.283 0.1309
H 6.803 0.537 -3.646 0.1313
H 7.139 -2.162 -2.314 0.0783
H 7.231 -1.739 -3.997 0.0976
H 5.652 -1.824 -3.230 0.0771
H 5.272 0.603 0.277 0.1396
H 6.878 -0.071 0.002 0.1468
H 5.249 -1.803 0.737 0.1460
H 5.831 -2.195 -0.857 0.1108
H 3.680 -3.334 -1.128 0.1237
H 3.333 -2.177 -2.441 0.0960
H 2.353 -2.159 -1.044 0.0257
Mg -9.789 2.463 2.394 0.3883
C 1.128 2.858 -1.150 -0.2707
O 0.439 1.957 -1.870 -0.4113
H 0.994 2.839 -0.053 0.1074
H 2.251 2.823 -1.226 0.0354
H 0.940 3.939 -1.369 0.0450
Cl -4.311 -3.515 6.020 0.6095
Be 0.701 0.226 -2.293 0.0002
Cl 0.310 0.759 -3.931 0.3175
O 0.641 5.627 -1.078 -0.4077
H -0.031 6.297 -1.176 -0.1565
C -0.763 6.473 -4.638 -1.5320
Cl -1.717 6.300 -3.160 0.5486
Cl -0.038 8.085 -4.725 0.5089
Cl 0.485 5.224 -4.723 0.5180
H -1.427 6.351 -5.490 0.0081
```

Calculated values
Orbital gap (eV): 1.308
Largest force on an atom (eV/Å): 7.3
HOMO level (eV): -6.1091
DFT total energy (Ha): -5868.39591
M (g mol⁻¹): 1088.4



# 3
The following is a quantum chemistry calculation of a gas-phase ion, C5H6N (charge +1), from OMol25.

```
12
Properties=species:S:1:pos:R:3:lowdin_charge:R:1
C -2.572 -0.036 0.249 -0.1299
C -3.045 1.019 -0.123 0.1919
C -1.556 -0.914 -0.095 -0.0066
C -0.180 -0.717 0.029 -0.0035
C 1.784 0.635 0.109 -0.0297
N 0.407 0.434 -0.078 0.0626
H -1.842 -1.956 -0.384 0.1508
H 0.518 -1.657 0.215 0.2143
H 2.062 1.620 0.527 0.1183
H 2.116 -0.213 0.763 0.1150
H 2.423 0.578 -0.941 0.1834
H -0.115 1.206 -0.270 0.1333
```

Calculated values
Orbital gap (spin up / spin down) (eV): 7.271 / 7.119
Largest force on an atom (eV/Å): 8.7
HOMO level (spin up / spin down) (eV): -15.0596 / -14.8983
Net charge: +1
DFT total energy (Ha): -248.36613
ΔE to the lowest compared entry with this formula, charge and spin (kcal/mol): 156.6
M (g mol⁻¹): 80.1



# 4
The following is a quantum chemistry calculation of a single C10H6N6O4 molecule, from OMol25.

```
26
Properties=species:S:1:pos:R:3:lowdin_charge:R:1
O 3.410 0.419 -0.029 0.1146
O 3.200 -1.682 0.598 0.0981
N 0.561 2.212 3.808 0.0654
N -2.446 0.258 -1.054 0.2037
N -0.727 0.580 0.365 0.2018
N -0.871 -1.540 -2.654 0.1868
O -4.132 0.095 -2.412 0.1084
O -2.559 -1.965 -4.020 0.1026
C 0.069 1.884 2.646 -0.1383
C 1.784 1.574 3.878 -0.1285
C 2.007 0.814 2.755 -0.0574
C -2.884 -0.286 -2.203 -0.2587
C -2.121 -1.226 -2.986 -0.2636
C 0.535 0.361 0.767 -0.1327
C 1.403 -0.476 -0.030 -0.1088
C 0.932 -1.103 -1.189 0.1121
C -1.179 -0.005 -0.746 -0.2836
C -0.403 -0.893 -1.565 -0.2008
N 0.895 0.992 1.959 0.0056
N 2.744 -0.593 0.198 -0.3747
H -4.383 0.751 -1.718 0.1479
H -1.792 -2.541 -4.192 0.1272
H -0.884 2.263 2.306 0.1229
H 2.414 1.650 4.737 0.0929
H 2.876 0.197 2.593 0.1133
H 1.553 -1.740 -1.811 0.1438
```

Calculated values
Orbital gap (eV): 7.602
Largest force on an atom (eV/Å): 4.7
HOMO level (eV): -8.9587
SMILES: O=[N+]([O-])c1cc2nc(O)c(O)nc2nc1-n1ccnc1
DFT total energy (Ha): -1014.07461
ΔE to the lowest compared entry with this formula, charge and spin (kcal/mol): 0.0
M (g mol⁻¹): 274.2



# 5
The following is a quantum chemistry calculation of a single C5H5NO2 molecule, from OMol25.

```
13
Properties=species:S:1:pos:R:3:lowdin_charge:R:1
C 1.441 -0.058 0.457 -0.1583
C 0.430 -1.267 0.266 -0.0966
C -0.499 -0.921 -0.808 -0.1659
C -0.969 1.267 -0.470 -0.2762
C -0.925 -0.836 0.575 -0.1610
H 0.805 -2.416 0.650 0.2243
H -1.232 -1.483 -1.399 0.1667
H -2.078 1.506 -0.988 0.1672
H -0.542 2.382 -0.518 0.1710
H -1.438 -1.423 1.153 0.1055
N 2.382 0.492 0.765 0.1625
O -0.205 0.464 -1.323 -0.0749
O -0.928 0.647 0.776 -0.0643
```

Calculated values
Orbital gap (eV): 10.828
Largest force on an atom (eV/Å): 7.9
HOMO level (eV): -10.2124
SMILES: N#C[C@H]1[C@H]2OCO[C@@H]12
DFT total energy (Ha): -398.58084
ΔE to the lowest compared entry with this formula, charge and spin (kcal/mol): 124.0
M (g mol⁻¹): 111.1



# 6
The following is a quantum chemistry calculation of a molecular structure, C38H50Cl2NO6P2V, from OMol25.

```
100
Properties=species:S:1:pos:R:3:lowdin_charge:R:1
V 0.802 0.244 -0.139 0.8402
C 0.643 2.583 3.573 -0.0604
C -0.670 2.218 4.197 -0.2762
C -1.162 2.964 5.262 -0.0518
C -2.394 2.687 5.833 -0.0975
C -3.162 1.651 5.329 -0.0910
C -2.681 0.893 4.272 -0.0797
C -1.436 1.151 3.711 -0.3118
P -0.778 0.184 2.303 1.1640
C -2.182 -0.929 1.863 -0.2950
C -2.855 -0.514 0.711 -0.0931
C -3.933 -1.228 0.206 -0.0765
C -4.352 -2.378 0.852 -0.1003
C -3.696 -2.793 2.001 -0.0726
C -2.615 -2.088 2.530 -0.2649
C -1.995 -2.613 3.798 -0.0462
C 0.443 -0.892 3.139 -0.3460
C 0.776 -0.830 4.487 -0.1097
C 1.855 -1.543 4.992 -0.1106
C 2.616 -2.323 4.129 -0.1114
C 2.290 -2.392 2.784 -0.0605
C 1.201 -1.687 2.259 -0.3457
C 0.876 -1.707 0.820 -0.2120
H 0.927 3.600 3.844 0.0811
H 0.585 2.541 2.484 0.0445
H 1.444 1.906 3.889 0.0757
H -0.579 3.805 5.620 0.1038
H -2.766 3.303 6.644 0.0903
H -4.143 1.442 5.739 0.0924
H -3.300 0.103 3.865 0.1002
H -2.529 0.391 0.216 0.0678
H -4.431 -0.874 -0.688 0.1039
H -5.192 -2.949 0.474 0.0903
H -4.029 -3.688 2.516 0.0952
H -2.631 -3.394 4.218 0.0690
H -1.877 -1.827 4.544 0.0682
H -1.003 -3.032 3.625 0.0798
H 0.187 -0.207 5.151 0.1036
H 2.104 -1.479 6.045 0.0859
H 3.471 -2.874 4.504 0.0868
H 2.890 -2.992 2.108 0.1037
H -0.140 -2.087 0.662 0.0463
H 1.564 -2.333 0.248 0.0621
Cl 3.125 2.457 0.743 0.4223
C 2.505 0.726 1.034 -0.6083
H 2.376 0.694 2.114 -0.0291
H 3.349 0.087 0.763 -0.0024
C 3.596 0.934 -2.248 -0.0731
C 2.738 -0.236 -2.598 -0.3921
C 2.879 -1.088 -3.672 -0.1113
C 1.776 -1.982 -3.627 -0.1030
C 1.025 -1.624 -2.528 -0.4039
C -0.283 -2.219 -2.100 -0.0647
N 1.611 -0.558 -1.886 -0.0179
H 4.325 1.096 -3.047 0.0693
H 4.145 0.802 -1.314 0.0366
H 3.010 1.850 -2.139 0.0511
H 3.676 -1.050 -4.402 0.0769
H 1.531 -2.772 -4.322 0.0783
H -0.846 -2.536 -2.983 0.0732
H -0.915 -1.505 -1.570 0.0509
H -0.159 -3.092 -1.453 0.0649
C 0.963 2.063 -5.017 -0.0233
C -0.364 2.137 -4.271 -0.6231
C -1.254 3.233 -4.849 -0.0391
C -1.057 0.781 -4.297 -0.0233
O 0.003 2.493 -2.925 -0.1675
P -0.971 2.393 -1.640 0.3095
O -2.352 2.809 -1.956 -0.2560
O -0.786 0.968 -1.081 -0.3818
O -0.143 3.281 -0.624 -0.1680
C -0.001 4.723 -0.604 -0.6039
C 1.156 5.084 -1.529 -0.0322
C 0.318 5.068 0.843 -0.0299
C -1.286 5.422 -1.028 -0.0271
H 0.785 1.955 -6.090 0.0815
H 1.551 1.213 -4.668 0.0711
H 1.532 2.980 -4.846 0.0830
H -1.620 2.928 -5.833 0.0779
H -0.686 4.159 -4.961 0.0796
H -2.101 3.415 -4.188 0.0671
H -1.252 0.495 -5.335 0.0858
H -2.008 0.818 -3.763 0.0842
H -0.422 0.024 -3.838 0.0687
H 2.035 4.492 -1.271 0.0643
H 1.395 6.145 -1.416 0.0807
H 0.901 4.887 -2.572 0.0709
H 1.252 4.595 1.145 0.0446
H -0.493 4.730 1.492 0.0779
H 0.418 6.153 0.942 0.0846
H -1.559 5.188 -2.057 0.0730
H -1.121 6.499 -0.937 0.0849
H -2.113 5.140 -0.377 0.0865
Cl -5.846 4.046 1.067 0.4396
C -4.393 2.991 0.765 -0.4830
C -3.122 3.315 1.580 -0.7677
O -3.051 4.334 2.280 -0.0550
O -2.252 2.440 1.350 -0.0914
H -4.154 3.082 -0.293 0.0444
H -4.710 1.975 0.979 0.0528
```

Calculated values
Orbital gap (spin up / spin down) (eV): 6.778 / 6.769
Largest force on an atom (eV/Å): 0.8
HOMO level (spin up / spin down) (eV): -2.3842 / -2.3729
Net charge: -2
DFT total energy (Ha): -4531.58554
ΔE to the lowest compared entry with this formula, charge and spin (kcal/mol): 10.6
2S+1: 3
M (g mol⁻¹): 800.6



# 7
The following is a quantum chemistry calculation of 13 unconnected molecules or ions with the total composition H26O13, from OMol25.

```
39
Properties=species:S:1:pos:R:3:lowdin_charge:R:1
O -1.378 -2.390 -1.123 -0.0442
H -0.969 -2.769 -0.358 -0.0243
H -0.652 -2.030 -1.682 0.0484
O 1.756 -1.019 -2.053 -0.0681
H 2.678 -0.691 -1.821 0.0758
H 1.487 -0.577 -2.848 -0.0167
O 0.259 0.267 -4.179 -0.0153
H 0.246 1.175 -4.318 0.0164
H -0.300 0.241 -3.432 -0.0502
O -2.392 2.207 -0.693 -0.0331
H -1.717 2.863 -0.737 0.0413
H -2.902 2.513 0.094 0.0985
O -2.686 -0.401 0.902 -0.0403
H -2.996 -0.705 0.081 -0.0030
H -1.704 -0.409 0.877 0.0065
O 1.320 -1.877 1.344 0.0262
H 1.389 -1.668 2.239 0.0515
H 2.146 -2.271 1.167 0.0707
O 2.501 1.649 -0.833 -0.0256
H 2.671 2.321 -0.171 0.0261
H 1.751 1.206 -0.513 -0.0466
O -1.443 0.174 -2.195 -0.0481
H -1.849 0.920 -1.682 0.0373
H -2.059 -0.524 -2.117 0.0327
O -0.664 -3.940 1.181 -0.0453
H -0.433 -4.545 0.497 0.0312
H 0.151 -3.382 1.205 0.0174
O 0.066 0.263 0.300 -0.0541
H 0.518 -0.555 0.530 0.0077
H -0.306 0.078 -0.534 -0.0132
O 2.217 1.293 3.006 -0.0468
H 1.402 0.783 2.903 -0.0109
H 2.686 0.961 2.235 0.0233
O 0.436 3.053 1.270 -0.0340
H 1.381 3.209 1.281 0.0260
H 0.219 2.214 0.925 -0.0450
O -0.676 0.520 3.212 0.0018
H -1.431 0.411 2.671 0.0003
H -0.723 1.433 3.371 0.0255
```

Calculated values
Orbital gap (eV): 11.007
Largest force on an atom (eV/Å): 2.8
HOMO level (eV): -11.1868
DFT total energy (Ha): -993.71085
ΔE to the lowest compared entry with this formula, charge and spin (kcal/mol): 39.1
M (g mol⁻¹): 234.2



Which of these has the highest DFT total energy?
C5H6N



Repeat the third record exactly.
The following is a quantum chemistry calculation of a gas-phase ion, C5H6N (charge +1), from OMol25.

```
12
Properties=species:S:1:pos:R:3:lowdin_charge:R:1
C -2.572 -0.036 0.249 -0.1299
C -3.045 1.019 -0.123 0.1919
C -1.556 -0.914 -0.095 -0.0066
C -0.180 -0.717 0.029 -0.0035
C 1.784 0.635 0.109 -0.0297
N 0.407 0.434 -0.078 0.0626
H -1.842 -1.956 -0.384 0.1508
H 0.518 -1.657 0.215 0.2143
H 2.062 1.620 0.527 0.1183
H 2.116 -0.213 0.763 0.1150
H 2.423 0.578 -0.941 0.1834
H -0.115 1.206 -0.270 0.1333
```

Calculated values
Orbital gap (spin up / spin down) (eV): 7.271 / 7.119
Largest force on an atom (eV/Å): 8.7
HOMO level (spin up / spin down) (eV): -15.0596 / -14.8983
Net charge: +1
DFT total energy (Ha): -248.36613
ΔE to the lowest compared entry with this formula, charge and spin (kcal/mol): 156.6
M (g mol⁻¹): 80.1